# 1
Formula: C2H12O3S2
Source: the OMol25 dataset
Level of theory: the ωB97M-V functional and the def2-TZVPD basis

```
19
Properties=species:S:1:pos:R:3:forces:R:3:nbo_charge:R:1
C 1.18961 0.74338 1.49462 -0.39 1.92 2.00 -0.686
S -0.68786 1.21422 1.60330 1.09 -1.31 -0.34 0.015
S -1.73768 -0.25742 0.45583 0.49 1.05 0.54 0.083
C -2.97733 -0.64517 1.71810 0.04 -1.40 -1.18 -0.743
H 1.55662 1.74465 1.17576 0.17 -0.81 0.38 0.217
H 1.78022 0.36078 2.42640 -1.68 0.68 -1.49 0.225
H 1.30728 0.09431 0.68946 0.11 -1.24 -1.25 0.221
H -3.44400 0.25072 2.05661 -0.06 0.46 0.74 0.224
H -3.76445 -1.26339 1.26282 0.18 0.26 -0.28 0.221
H -2.49672 -1.31704 2.40768 -0.02 0.37 0.93 0.222
O -0.88043 2.87146 -1.45981 0.00 0.86 -1.29 -0.931
H -1.83671 2.99014 -1.38214 0.15 -0.20 0.22 0.469
H -0.68200 3.37402 -2.28849 -0.09 -0.66 1.02 0.462
O 2.70957 -0.11889 -4.75544 -0.44 -0.92 -0.95 -0.948
H 3.11386 0.19023 -3.96022 0.25 0.71 0.55 0.474
H 2.41165 0.60755 -5.30880 0.19 0.20 0.40 0.474
O 1.50097 -3.17731 1.37844 -0.94 -3.42 0.38 -0.931
H 1.93877 -3.69295 0.65583 -0.34 0.92 0.68 0.466
H 0.99862 -3.96928 1.83007 1.29 2.53 -1.05 0.466
```
Forces are in eV/Å.

Summary:
- HOMO: -7.95 eV
- Spin multiplicity: 1
- Gap between HOMO and LUMO: 8.54 eV
- Structure (SMILES): CSSC.O.O.O
- Charge: 0

***

# 2
Formula: C2H12O5
Source: the OMol25 dataset
Level of theory: the ωB97M-V functional and the def2-TZVPD basis

```
19
Properties=species:S:1:pos:R:3:forces:R:3:nbo_charge:R:1
C 0.14121 -1.97213 -0.03501 0.28 0.52 0.28 -0.483
C -0.63170 -2.69253 -0.82522 0.19 0.34 0.19 0.127
O -0.18737 -3.23056 -2.01231 -0.53 -0.09 -0.35 -0.721
H -0.18169 -1.49515 0.87927 -0.43 -0.19 -0.06 0.225
H 1.15475 -1.71974 -0.30522 0.28 -0.31 -0.19 0.189
H -1.69074 -2.81360 -0.62960 -0.01 -0.20 -0.08 0.177
H 0.49988 -3.88052 -1.87017 0.23 0.01 0.20 0.483
O -0.90541 1.94853 -0.56845 -0.39 0.82 0.00 -0.973
H -0.47844 1.36963 -1.19984 0.22 -0.41 0.28 0.479
H -0.46689 1.89626 0.29058 0.28 -0.59 -0.23 0.492
O -2.81242 -0.22768 1.12825 -0.08 0.00 0.17 -0.941
H -2.49082 0.41344 1.77163 0.01 -0.08 -0.09 0.467
H -3.11309 0.30805 0.38833 0.12 0.05 -0.08 0.476
O 1.14588 1.06710 1.72840 -0.29 -0.16 -0.11 -0.970
H 1.18891 1.80157 2.34667 0.24 0.02 -0.06 0.471
H 1.84860 1.19921 1.07359 -0.09 0.28 0.13 0.500
O 2.39113 2.31025 -0.61358 -0.04 -0.18 0.06 -0.962
H 3.03604 3.01788 -0.66549 0.10 0.11 -0.04 0.479
H 1.55216 2.69999 -0.88183 -0.10 0.06 -0.01 0.486
```
Forces are in eV/Å.

Summary:
- HOMO: -9.17 eV
- Spin multiplicity: 1
- Gap between HOMO and LUMO: 9.50 eV
- Structure (SMILES): C=CO.O.O.O.O
- Charge: 0

***

# 3
Formula: C2H13N2O2
Source: the OMol25 dataset
Level of theory: the ωB97M-V functional and the def2-TZVPD basis

```
19
Properties=species:S:1:pos:R:3:forces:R:3:nbo_charge:R:1
C 2.10134 -2.00375 1.23615 -2.48 0.53 0.12 -0.264
N 2.86200 -0.75891 1.10688 1.33 -1.81 0.06 -0.880
C 0.63123 -1.47520 1.27643 -0.39 -1.37 -1.39 -0.305
N 0.64924 -0.30255 0.40284 -2.78 2.09 -0.90 -1.067
H 2.26590 -2.71699 0.40816 -0.04 0.79 0.12 0.210
H 2.19814 -2.57805 2.13423 0.72 -0.20 0.78 0.189
H 3.70076 -1.11210 0.69847 1.33 0.80 -0.06 0.381
H 3.01063 -0.33133 2.00788 0.44 -0.02 0.24 0.374
H -0.12025 -2.16240 0.79544 0.64 0.39 0.92 0.224
H 0.31562 -1.10277 2.26378 0.17 -0.52 -0.34 0.212
H -0.17773 0.33032 0.60145 0.76 -0.23 -0.08 0.353
H 0.60407 -0.37034 -0.65613 -0.19 -0.94 0.09 0.259
H 1.54318 0.16899 0.50959 0.38 0.54 0.38 0.430
H -3.28191 5.37590 -3.85322 -0.45 -0.50 -0.12 0.469
H -4.20802 4.42379 -3.08081 0.16 0.12 -0.54 0.467
O -3.93875 4.66616 -3.98463 0.30 0.38 0.66 -0.941
H -3.29926 -0.50797 -0.63669 -0.58 -0.55 0.01 0.463
H -2.37377 0.58856 -0.90832 0.64 1.50 -1.01 0.433
O -2.48243 -0.13137 -0.32152 0.05 -0.99 1.07 -1.006
```
Forces are in eV/Å.

Summary:
- HOMO (spin up / spin down): -2.93 / -10.73 eV
- Spin multiplicity: 2
- Gap between HOMO and LUMO (spin up / spin down): 3.77 / 11.39 eV
- ⟨S²⟩: 0.75
- Charge: 0

***

# 4
Formula: C2H13N2O4
Source: the OMol25 dataset
Level of theory: the ωB97M-V functional and the def2-TZVPD basis

```
21
Properties=species:S:1:pos:R:3:forces:R:3:nbo_charge:R:1
N -0.54178 -0.26917 0.09895 -1.62 4.32 -7.56 -0.716
C 0.78886 0.51652 0.25912 -0.78 -3.79 -0.96 -0.301
C 1.04417 1.25769 -1.09115 0.25 0.83 -1.02 0.633
N 1.73648 2.41440 -1.20709 -1.69 -0.88 -2.06 -0.780
O 0.58885 0.82484 -2.11844 -1.41 -1.63 -0.42 -0.607
H -0.82063 -0.75995 -0.90389 2.28 1.07 2.74 0.474
H -0.63116 -0.91415 0.74875 -0.64 -4.07 4.00 0.414
H -1.45175 0.27692 -0.02602 0.89 -0.05 1.07 0.461
H 1.41285 -0.55968 0.39604 -0.75 3.92 -0.60 0.277
H 0.66901 1.09529 1.20454 0.34 -0.45 -1.32 0.263
H 2.20958 2.73027 -0.47861 2.48 1.93 3.91 0.378
H 1.77441 3.00035 -2.05684 -0.29 -1.25 0.62 0.432
H -1.35621 -3.97389 0.78968 -0.60 2.64 -0.74 0.488
H -1.56386 -3.48190 -0.53409 -0.21 -1.67 -5.26 0.465
O -1.56803 -3.10413 0.26757 0.87 -0.88 6.01 -0.949
H -3.06555 0.37822 -1.55120 -1.77 2.66 -6.76 0.487
H -3.76563 0.13197 -0.13060 1.59 0.09 -2.08 0.525
O -2.95881 0.09096 -0.74596 -0.37 -2.57 8.60 -0.959
H 2.19180 0.18171 3.02171 -0.36 0.16 2.83 0.482
H 3.09363 0.01908 1.95516 4.07 -0.62 -1.05 0.478
O 2.21375 0.14464 2.10239 -2.27 0.23 0.06 -0.946
```
Forces are in eV/Å.

Summary:
- HOMO: -13.71 eV
- Spin multiplicity: 1
- Gap between HOMO and LUMO: 10.86 eV
- Charge: +1

***

# 5
Formula: C2H13N3O3
Source: the OMol25 dataset
Level of theory: the ωB97M-V functional and the def2-TZVPD basis

```
21
Properties=species:S:1:pos:R:3:forces:R:3:nbo_charge:R:1
H -4.01544 0.93721 0.39750 0.25 0.05 -0.85 0.365
N -3.05668 1.18254 0.58967 -0.21 -0.10 1.51 -0.796
C -2.24223 1.68019 -0.22331 0.47 0.11 -0.81 0.585
N -2.41302 1.93832 -1.58983 -0.39 0.14 0.65 -0.840
N -0.95344 2.01620 0.20276 -0.34 -0.18 0.05 -0.636
C -0.68683 1.95429 1.61522 0.63 -0.50 0.79 -0.410
H -1.56213 1.89262 -2.11408 0.22 -0.11 -0.29 0.379
H -3.16218 1.39694 -1.98008 -0.09 0.00 -0.26 0.383
H -0.57052 2.83994 -0.22889 -0.09 0.03 -0.21 0.379
H 0.30304 2.36708 1.79706 -0.04 0.44 -0.03 0.193
H -1.43643 2.42140 2.25475 -0.03 0.22 -0.17 0.203
H -0.58205 0.93042 1.98967 -0.37 -0.10 -0.37 0.193
O 1.02866 -5.20569 -2.39995 -0.18 0.17 0.09 -0.936
H 0.27020 -4.67117 -2.12599 0.22 -0.20 -0.12 0.468
H 0.70110 -5.77743 -3.10055 -0.04 0.03 0.02 0.468
O 4.61323 -1.12811 -0.81840 0.19 0.20 -0.27 -0.932
H 5.27694 -1.04044 -1.51777 -0.20 -0.10 0.22 0.467
H 4.26178 -0.23655 -0.71712 0.01 -0.09 0.05 0.465
O 1.58835 -1.37988 2.91210 0.12 0.00 0.29 -0.939
H 1.33228 -1.65107 2.02783 -0.07 0.16 -0.09 0.473
H 1.30540 -0.46681 3.02940 -0.05 -0.15 -0.20 0.468
```
Forces are in eV/Å.

Summary:
- HOMO: -9.20 eV
- Spin multiplicity: 1
- Gap between HOMO and LUMO: 9.65 eV
- Structure (SMILES): [H]/N=C(\N)NC.O.O.O
- Charge: 0

***

# 6
Formula: C2H13N8P
Source: the OMol25 dataset
Level of theory: the ωB97M-V functional and the def2-TZVPD basis

```
24
Properties=species:S:1:pos:R:3:forces:R:3:nbo_charge:R:1
N -0.06615 1.64319 0.97242 -0.56 -0.33 -0.62 -1.262
P -0.05847 0.43774 0.03416 1.20 -1.57 0.11 2.148
N 0.20567 0.93742 -1.47805 0.11 -0.27 -0.55 -1.210
N -1.32887 -0.76098 0.05964 1.62 -2.18 0.56 -0.920
C -2.61220 -0.36498 0.14951 1.22 0.40 -1.21 0.688
N -3.57480 -1.25394 0.28549 0.28 -0.42 -0.25 -0.730
N -2.85247 0.95959 -0.05128 -3.85 -3.94 1.01 -0.737
N 1.24239 -0.75908 0.28386 -2.37 0.46 -0.03 -0.891
C 2.49248 -0.34803 0.17656 2.22 0.15 -0.23 0.682
N 3.51031 -1.14801 -0.10375 0.38 -1.84 0.25 -0.758
N 2.83171 0.92021 0.27014 3.58 -0.19 0.80 -0.741
H -0.55991 1.50003 1.83292 0.08 0.28 0.81 0.415
H 0.44501 0.28319 -2.23415 -0.22 0.75 0.42 0.446
H 0.23442 1.94105 -1.65805 -0.10 -0.47 -0.15 0.464
H -1.10881 -1.82772 0.19548 -0.71 2.93 -0.33 0.455
H -3.44263 -2.30038 0.12360 -0.56 2.23 0.43 0.466
H -4.45275 -0.76483 0.21660 -0.89 -1.17 0.00 0.433
H -3.77060 1.17443 0.35805 0.65 0.96 -0.60 0.427
H -2.12057 1.57258 0.03073 1.85 2.20 0.49 0.426
H 1.04438 -1.73897 0.16861 0.34 -0.19 -0.17 0.432
H 4.31259 -0.74704 -0.53758 0.52 0.39 0.00 0.432
H 3.63294 -2.13903 0.11017 -0.68 0.46 -0.06 0.441
H 3.84768 1.18284 0.58211 -2.84 -0.59 -1.04 0.465
H 2.14863 1.60071 0.21282 -1.29 1.95 0.35 0.427
```
Forces are in eV/Å.

Summary:
- HOMO: -17.40 eV
- Spin multiplicity: 1
- Gap between HOMO and LUMO: 10.87 eV
- Structure (SMILES): N=[P@](N)(NC(N)=[NH2+])[NH+]=C(N)N
- Charge: +2

***

# 7
Formula: C2H13NO3
Source: the OMol25 dataset
Level of theory: the ωB97M-V functional and the def2-TZVPD basis

```
19
Properties=species:S:1:pos:R:3:forces:R:3:nbo_charge:R:1
C -0.77794 1.51754 -3.53076 0.51 0.41 -1.24 -0.618
C -0.14771 2.23409 -2.35665 0.88 -1.01 0.61 -0.219
N -0.23864 1.37184 -1.14721 -1.80 0.07 -0.24 -0.873
H -1.85213 1.37370 -3.49301 -0.15 -0.29 0.45 0.204
H -0.63065 2.06752 -4.48189 0.06 0.14 0.55 0.210
H -0.22569 0.59666 -3.69991 -0.41 -0.39 0.19 0.214
H 0.92689 2.17854 -2.50232 0.21 0.91 -0.54 0.192
H -0.51722 3.26639 -2.28393 0.17 -0.21 0.36 0.173
H 0.27015 1.64379 -0.31487 0.05 0.76 -0.33 0.376
H -1.22917 1.32035 -0.89229 0.43 -0.16 0.23 0.354
O -1.36923 -1.54737 4.37220 0.07 -0.17 -0.63 -0.940
H -1.92553 -1.17108 5.05256 0.12 -0.01 0.37 0.473
H -0.57409 -1.91028 4.77119 -0.21 0.19 0.30 0.467
O 0.78134 -0.31385 0.95225 0.01 -0.32 -0.18 -0.963
H 0.44437 -0.11743 0.06599 0.00 0.08 -0.13 0.482
H 0.89494 -1.26947 0.91195 0.06 -0.02 0.26 0.468
O 2.05489 -4.06591 2.59518 -0.05 0.37 0.28 -0.927
H 1.39736 -3.78884 3.24014 -0.37 -0.31 -0.04 0.462
H 2.71805 -3.38619 2.74137 0.42 -0.03 -0.28 0.465
```
Forces are in eV/Å.

Summary:
- HOMO: -9.68 eV
- Spin multiplicity: 1
- Gap between HOMO and LUMO: 10.22 eV
- Structure (SMILES): CCN.O.O.O
- Charge: 0

***

# 8
Formula: C2H13NO3
Source: the OMol25 dataset
Level of theory: the ωB97M-V functional and the def2-TZVPD basis

```
19
Properties=species:S:1:pos:R:3:forces:R:3:nbo_charge:R:1
C 0.17510 1.73129 3.49756 -0.49 -3.98 -0.74 -0.622
C 0.84110 0.59472 2.53061 -0.27 2.69 -1.39 -0.205
N -0.01483 0.35485 1.25189 1.84 1.35 0.58 -0.864
H -0.69622 1.29995 4.10419 1.04 0.64 -1.16 0.218
H 0.96870 1.90889 4.19388 0.28 1.07 0.30 0.209
H -0.15413 2.47947 2.80334 0.01 0.94 0.32 0.206
H 1.91204 1.09375 2.21782 -2.30 -1.74 0.88 0.158
H 0.86408 -0.36769 3.01635 0.64 -0.12 0.27 0.192
H -0.01241 1.30506 0.75030 0.00 -2.16 0.58 0.354
H 0.54499 -0.33647 0.70015 -0.67 1.15 0.23 0.357
O 1.16646 -2.04126 -6.20462 -3.84 3.84 2.91 -0.927
H 1.96529 -2.31473 -6.46432 4.80 -2.18 -1.83 0.461
H 1.42960 -1.19404 -5.71284 -0.81 -1.48 -1.18 0.469
O -2.69622 -0.60078 2.20856 -1.35 -0.31 -0.30 -0.954
H -3.55544 -0.77043 1.75255 1.20 0.12 0.50 0.463
H -1.99566 -0.88932 1.61210 0.06 0.36 -0.07 0.487
O -0.01418 -0.51578 -3.90209 0.84 -0.65 -0.33 -0.961
H 0.23467 -1.33471 -4.39003 -0.83 0.69 0.63 0.481
H -0.96294 -0.40277 -3.96539 -0.14 -0.21 -0.19 0.477
```
Forces are in eV/Å.

Summary:
- HOMO: -9.44 eV
- Spin multiplicity: 1
- Gap between HOMO and LUMO: 10.19 eV
- Structure (SMILES): CCN.O.O.O
- Charge: 0

***

# 9
Formula: C2H13NO3
Source: the OMol25 dataset
Level of theory: the ωB97M-V functional and the def2-TZVPD basis

```
19
Properties=species:S:1:pos:R:3:forces:R:3:nbo_charge:R:1
C -0.22400 1.63325 -2.33204 -2.18 -1.90 -1.35 -0.612
C -0.77324 0.24054 -1.77550 0.74 2.12 0.69 -0.213
N 0.45155 -0.33818 -1.22811 0.93 -1.54 -0.50 -0.854
H -1.05404 2.33048 -2.56494 0.63 -0.21 0.30 0.215
H 0.46926 1.99033 -1.60813 0.44 0.63 0.35 0.210
H 0.26459 1.37407 -3.30426 -0.06 0.48 0.80 0.199
H -1.49541 0.34868 -0.93919 0.50 0.22 -0.43 0.198
H -1.27679 -0.34497 -2.52410 0.00 -0.30 -0.57 0.178
H 0.31187 -1.29767 -0.92915 -0.34 -0.05 0.44 0.375
H 1.15458 -0.49365 -1.97027 -0.51 0.54 0.24 0.360
O -1.61873 -2.55937 1.97512 0.01 0.04 0.20 -0.956
H -2.07890 -2.57722 2.82235 -0.11 -0.07 -0.16 0.466
H -0.82112 -2.07008 2.21062 0.15 0.09 0.04 0.487
O 1.51311 0.69227 1.13692 -0.06 -0.03 -1.60 -1.019
H 1.29265 0.46081 0.15352 0.07 0.33 1.63 0.510
H 1.96963 1.54435 1.15958 -0.19 -0.31 -0.09 0.476
O 0.38313 -0.62143 3.28884 0.44 0.73 -0.23 -1.002
H 0.90695 -0.16823 3.98075 -0.48 -0.48 -0.66 0.472
H 0.62492 -0.14397 2.44799 0.02 -0.31 0.92 0.508
```
Forces are in eV/Å.

Summary:
- HOMO: -10.41 eV
- Spin multiplicity: 1
- Gap between HOMO and LUMO: 11.19 eV
- Structure (SMILES): CCN.O.O.O
- Charge: 0

***

# 10
Formula: C2H13NO3
Source: the OMol25 dataset
Level of theory: the ωB97M-V functional and the def2-TZVPD basis

```
19
Properties=species:S:1:pos:R:3:forces:R:3:nbo_charge:R:1
C 0.75035 -1.42893 -2.40039 1.10 -0.34 -0.42 -0.579
C 1.15790 -0.01237 -1.75659 0.01 -0.26 0.48 -0.280
N 0.02829 0.53600 -1.06502 0.27 -1.78 -2.10 -0.337
H 1.43637 -2.22629 -2.08108 -0.50 0.33 0.77 0.262
H -0.28778 -1.64404 -2.17920 -0.03 -0.35 -0.43 0.234
H 1.04258 -1.40864 -3.46437 -0.95 0.58 0.17 0.277
H 1.84129 -0.31022 -0.95551 0.39 0.02 -0.10 0.276
H 1.64397 0.60807 -2.49421 -0.22 0.53 0.15 0.267
H -0.60350 1.18458 -1.54090 0.09 0.27 0.39 0.440
H -0.39220 -0.23390 -0.53133 -0.46 0.78 0.55 0.428
H -0.98716 1.72553 1.85913 0.37 -0.03 0.33 0.456
H -2.15368 2.62134 2.19709 -0.10 -0.06 0.29 0.476
O -1.69712 1.82451 2.49982 -0.26 0.40 -0.64 -0.925
H -0.98898 -0.94724 2.47208 -0.04 -0.34 0.59 0.445
H -2.20171 -0.16394 2.31040 -0.49 0.06 0.74 0.471
O -1.88796 -0.91843 2.83477 0.50 0.06 -1.15 -0.920
H 0.96213 0.59654 0.70411 0.89 -0.01 0.29 0.443
H 1.48484 -0.21673 1.95725 0.67 -0.37 0.01 0.504
O 0.85235 0.41415 1.63397 -1.24 0.50 0.07 -0.936
```
Forces are in eV/Å.

Summary:
- HOMO (spin up / spin down): -13.52 / -13.52 eV
- Spin multiplicity: 2
- Gap between HOMO and LUMO (spin up / spin down): 9.51 / 3.96 eV
- ⟨S²⟩: 0.75
- Charge: +1

***

Table of energy above the lowest of the compared OMol25 structures with the same formula, charge and spin (kJ/mol), in record order: 171.6, 92.1, 113.2, 356.5, 76.4, 0.0, 118.0, 203.3, 66.4, 155.9